(1)
Molecular formula: C40H36N3O8PbSb2
Method: DFT, wB97M-V/def2-TZVPD

Structure (ORCA input):
```
! wB97M-V def2-TZVPD RIJCOSX def2/J DEFGRID3
* xyz 3 1
Pb 0.34 0.26 0.42
Sb 0.62 -1.29 -4.22
Sb 0.73 1.51 -4.15
O -0.92 -2.02 0.17
O 0.30 -0.08 2.56
O 1.32 -0.36 4.53
O -1.98 -3.52 1.34
O 5.83 -0.37 4.39
O -0.87 2.45 1.07
O 3.88 -0.56 5.46
O -2.38 3.38 2.46
N -2.07 0.04 1.41
N 4.72 -0.15 1.96
N 2.68 0.00 1.24
C 1.37 -0.20 3.32
C -0.89 -3.04 -7.86
C 3.95 -0.01 0.87
C -1.28 -1.07 -3.29
C 0.57 3.32 -8.61
C 0.28 -2.51 -5.86
C -3.75 1.01 2.79
C -1.24 1.49 -3.36
C -1.77 -2.27 1.00
C 2.35 -3.23 -0.79
C -3.71 -1.35 2.41
C 0.53 4.17 -7.51
C -0.60 -2.12 -6.87
C 1.96 -2.14 -2.88
C 1.40 3.03 -1.68
C 3.47 4.19 -1.26
C 3.99 3.74 -2.47
C -0.32 -4.31 -7.83
C 2.18 3.84 -0.86
C 3.93 -0.23 3.08
C -1.86 2.37 1.79
C 3.23 2.93 -3.30
C -2.62 1.09 2.00
C 0.67 2.27 -6.07
C 2.66 -0.14 2.61
C 0.55 -4.68 -6.81
C 4.47 0.09 -0.52
C 3.69 -3.37 -1.13
C 0.67 1.95 -8.44
C 4.62 -0.39 4.39
C 4.16 -2.90 -2.36
C 1.94 2.59 -2.88
C -1.96 0.21 -3.80
C 0.72 1.40 -7.17
C 3.30 -2.27 -3.24
C 1.46 -2.60 -1.66
C 0.87 -3.77 -5.80
C -2.57 -1.16 1.65
C -4.32 -0.24 2.98
C 0.58 3.65 -6.22
H -1.14 -1.06 -2.20
H 2.92 -0.52 5.24
H -1.04 -1.13 -6.90
H 5.20 -3.04 -2.63
H 4.98 4.04 -2.78
H -1.19 1.57 -2.28
H 3.64 0.02 -1.23
H -1.73 2.38 -3.76
H -1.84 4.18 2.34
H -1.86 -1.96 -3.54
H -2.61 -3.63 2.07
H -0.56 -5.03 -8.61
H 1.78 4.21 0.07
H -2.04 0.19 -4.89
H 3.63 2.60 -4.25
H 0.56 4.32 -5.36
H 0.82 0.33 -7.04
H -4.17 1.89 3.26
H 4.08 4.82 -0.62
H 0.38 2.80 -1.38
H 0.99 -5.67 -6.79
H 4.99 1.04 -0.68
H 0.71 1.30 -9.31
H 5.73 -0.18 2.03
H 4.37 -3.87 -0.45
H 0.42 -2.52 -1.39
H -5.22 -0.36 3.57
H -2.98 0.23 -3.43
H 0.46 5.25 -7.65
H 5.17 -0.71 -0.73
H 0.53 3.74 -9.61
H 1.98 -3.62 0.16
H -1.57 -2.77 -8.66
H 3.67 -1.92 -4.20
H 1.55 -4.05 -5.01
H -4.13 -2.34 2.58
*
```

Properties
largest force on an atom	0.62	eV Å⁻¹
energy relative to the best compared isomer or geometry (same formula, charge and spin)	0.0	kcal/mol
energy	-2984.5919	a.u.
frontier orbital gap	0.259	hartree
HOMO level	-15.976	eV

Calculated atomic charges, method Löwdin, unit e: number 1, Pb, carries 1.50; number 2, Sb, carries 1.60; number 3, Sb, carries 1.59; number 4, O, carries -0.06; number 5, O, carries -0.21; number 6, O, carries 0.12; number 7, O, carries 0.21; number 8, O, carries 0.15; number 9, O, carries -0.03; number 10, O, carries 0.18; number 11, O, carries 0.20; number 12, N, carries 0.08; number 13, N, carries 0.21; number 14, N, carries 0.02; number 15, C, carries -0.52; number 16, C, carries -0.04; number 17, C, carries -0.33; number 18, C, carries -0.32; number 19, C, carries -0.02; number 20, C, carries -0.38; number 21, C, carries 0.07; number 22, C, carries -0.32; number 23, C, carries -0.42; number 24, C, carries -0.04; number 25, C, carries 0.05; number 26, C, carries -0.04; number 27, C, carries -0.12; number 28, C, carries -0.41; number 29, C, carries -0.16; number 30, C, carries -0.03; number 31, C, carries -0.04; number 32, C, carries -0.02; number 33, C, carries -0.04; number 34, C, carries -0.05; number 35, C, carries -0.43; number 36, C, carries -0.11; number 37, C, carries -0.16; number 38, C, carries -0.40; number 39, C, carries -0.14; number 40, C, carries -0.03; number 41, C, carries 0.02; number 42, C, carries -0.04; number 43, C, carries -0.04; number 44, C, carries -0.46; number 45, C, carries -0.06; number 46, C, carries -0.39; number 47, C, carries -0.34; number 48, C, carries -0.13; number 49, C, carries -0.13; number 50, C, carries -0.14; number 51, C, carries -0.10; number 52, C, carries -0.16; number 53, C, carries 0.03; number 54, C, carries -0.11; number 55, H, carries 0.03; number 56, H, carries 0.09; number 57, H, carries 0.09; number 58, H, carries 0.13; number 59, H, carries 0.13; number 60, H, carries 0.04; number 61, H, carries 0.07; number 62, H, carries 0.09; number 63, H, carries 0.17; number 64, H, carries 0.09; number 65, H, carries 0.14; number 66, H, carries 0.13; number 67, H, carries 0.12; number 68, H, carries 0.10; number 69, H, carries 0.11; number 70, H, carries 0.11; number 71, H, carries 0.07; number 72, H, carries 0.14; number 73, H, carries 0.13; number 74, H, carries 0.05; number 75, H, carries 0.13; number 76, H, carries 0.09; number 77, H, carries 0.12; number 78, H, carries 0.19; number 79, H, carries 0.13; number 80, H, carries 0.06; number 81, H, carries 0.14; number 82, H, carries 0.13; number 83, H, carries 0.13; number 84, H, carries 0.09; number 85, H, carries 0.13; number 86, H, carries 0.13; number 87, H, carries 0.13; number 88, H, carries 0.11; number 89, H, carries 0.10; number 90, H, carries 0.13

---

(2)
Molecular formula: CH6NS
Method: DFT, wB97M-V/def2-TZVPD

Structure (ORCA input):
```
! wB97M-V def2-TZVPD RIJCOSX def2/J DEFGRID3
* xyz -1 1
S 0.63 -0.78 1.01
N -1.68 -0.71 -1.50
C 1.37 0.88 1.09
H 0.96 1.41 1.97
H 2.46 0.79 1.11
H -1.23 -0.44 -0.62
H -2.57 -1.17 -1.34
H 1.14 1.46 0.19
H -1.08 -1.44 -1.91
*
```

Properties
largest force on an atom	0.94	eV Å⁻¹
energy relative to the best compared isomer or geometry (same formula, charge and spin)	2.6	kcal/mol
energy	-494.6604	a.u.
frontier orbital gap	0.244	hartree
HOMO level	-2.211	eV

Calculated atomic charges, method Löwdin, unit e: number 1, S, carries 0.03; number 2, N, carries -0.04; number 3, C, carries -0.75; number 4, H, carries -0.02; number 5, H, carries -0.03; number 6, H, carries -0.12; number 7, H, carries -0.03; number 8, H, carries -0.02; number 9, H, carries -0.01